(1)
C23H17AsBN2O4ReS4 | ωB97M-V with the def2-TZVPD basis set

2S+1: 2
electronic energy: -5228.94364 Eh
relative energy (zero: lowest compared OMol25 entry of this formula, charge and spin): 56.2 kJ/mol
total charge: -1
highest occupied orbital energy (alpha / beta): -3.626 / -3.583 eV
gap between HOMO and LUMO (alpha / beta): 4.96 / 5.01 eV

Last column: Mulliken spin population.
Geometry (Å):
Re -0.773841 0.106358 -0.873191  0.83
C -0.940838 2.143768 2.127043  0.00
O -0.500622 1.863284 0.815052  0.02
C 0.576250 2.625266 0.364145  -0.06
C 0.826647 3.904504 0.818644  0.00
C 1.971676 4.579990 0.409408  -0.01
C 2.872716 3.950299 -0.436247  0.00
C 2.629582 2.678788 -0.906605  0.00
C 1.462349 1.988381 -0.544530  0.05
N 1.172804 0.711992 -0.964345  -0.07
N 2.158265 0.033023 -1.522277  0.09
C 2.147218 -1.302497 -1.551407  0.04
C 1.220592 -2.108152 -0.796083  0.03
O 0.247224 -1.574023 -0.105572  0.01
C 1.389505 -3.508844 -0.768754  -0.01
C 2.414567 -4.119738 -1.434289  0.03
C 3.287245 -3.377207 -2.264720  0.00
C 4.255381 -4.006030 -3.069583  0.00
C 5.047450 -3.279563 -3.918975  0.00
C 4.911901 -1.889213 -3.985398  0.01
C 3.988808 -1.246842 -3.198787  0.00
C 3.154712 -1.966649 -2.331052  -0.01
H -0.092655 2.414408 2.764360  0.00
H -1.668521 2.963918 2.137021  0.00
H -1.408332 1.242482 2.528657  0.00
H 0.147869 4.378639 1.514134  0.00
H 2.153414 5.581616 0.770779  0.00
H 3.782677 4.456113 -0.721598  0.00
H 3.324836 2.176957 -1.560717  0.00
H 0.664684 -4.073676 -0.198399  0.00
H 2.546855 -5.190735 -1.375037  0.00
H 4.350358 -5.081954 -3.016288  0.00
H 5.781745 -3.773444 -4.539012  0.00
H 5.540326 -1.321707 -4.657565  0.00
H 3.860422 -0.176850 -3.245776  0.00
S -4.044637 -2.109168 -4.232430  0.01
As -2.731116 -1.991720 -2.620142  0.00
S -3.088342 0.417764 -0.929130  -0.02
S -0.864024 -0.845711 -2.988801  0.06
S -2.578933 -3.771759 -1.560129  0.01
O -3.606565 -0.565442 1.656943  -0.01
B -3.567349 0.497398 0.762678  0.01
O -4.033561 1.666109 1.383896  0.00
C -4.388886 1.295583 2.639506  0.00
C -4.922214 2.053164 3.660176  0.00
C -5.181267 1.403240 4.858673  0.00
C -4.927575 0.049027 5.019524  0.00
C -4.392593 -0.717639 3.993663  0.00
C -4.124501 -0.070559 2.806374  0.00
H -5.131630 3.101502 3.530062  0.00
H -5.586226 1.975208 5.681308  0.00
H -5.142754 -0.420315 5.967963  0.00
H -4.191099 -1.769347 4.106832  0.00

Cartesian forces, eV/Å:
1.31 -0.36 1.56
-0.36 0.13 0.73
0.65 -0.16 -0.85
0.31 -0.79 -0.40
0.02 0.12 0.10
-0.08 -0.24 -0.03
0.02 0.36 0.12
-0.56 -0.45 0.02
0.66 1.80 0.43
0.12 -2.79 -1.75
-0.03 2.43 1.51
-1.28 -1.55 0.20
0.17 1.59 -0.18
-0.12 0.22 -0.78
0.48 -0.65 0.17
-0.62 0.27 0.26
0.25 0.45 -0.21
0.02 0.05 0.01
0.13 -0.23 -0.02
-0.07 0.22 0.16
0.20 0.04 -0.20
-0.14 -0.18 0.06
-0.05 -0.11 -0.09
0.07 -0.16 -0.08
0.02 0.07 -0.16
-0.05 -0.02 -0.05
0.04 0.04 0.01
0.07 0.07 -0.08
0.04 -0.04 -0.02
0.00 0.00 0.03
-0.09 -0.13 -0.04
0.01 -0.11 -0.01
0.04 -0.08 -0.05
0.02 0.06 -0.05
0.04 0.09 -0.06
0.11 0.49 0.41
-0.08 -1.19 -1.30
-0.44 0.06 -1.28
-0.74 0.01 0.85
0.10 0.67 0.32
0.08 -0.40 -0.01
-0.03 0.06 0.13
-0.08 0.23 -0.18
-0.01 -0.55 0.57
0.16 0.01 -0.36
-0.07 -0.02 0.21
-0.04 0.07 0.23
0.14 -0.01 -0.37
-0.28 0.61 0.38
-0.01 0.17 -0.05
-0.06 -0.02 0.07
-0.03 -0.04 0.08
0.03 -0.16 0.02



(2)
C21H33N7OSTl | ωB97M-V with the def2-TZVPD basis set

2S+1: 1
electronic energy: -1848.25869 Eh
relative energy (zero: lowest compared OMol25 entry of this formula, charge and spin): 129.6 kJ/mol
total charge: +3
highest occupied orbital energy: -15.528 eV
gap between HOMO and LUMO: 4.57 eV

Last column: Mulliken charge in e.
Geometry (Å):
Tl 0.936120 -0.692149 -0.139137  1.12
C 1.780666 3.971836 0.476103  -1.51
C 1.842832 2.514454 0.156099  0.54
N 0.784249 1.820981 -0.062314  0.31
N -0.421562 2.282956 -0.237041  -0.83
C -1.406375 1.486029 0.379837  0.59
O -1.127983 0.363542 0.833407  -0.73
C -2.744771 2.056874 0.376698  0.57
C -3.797873 1.314288 0.927241  -0.45
C -5.074006 1.836742 0.935136  -0.68
C -5.305766 3.106979 0.409333  -0.40
C -4.266286 3.850761 -0.133500  -0.79
C -2.985479 3.329106 -0.158667  -0.12
C 3.153946 1.812636 0.090375  0.70
C 4.324183 2.531847 -0.084105  -0.70
C 5.531960 1.845713 -0.151395  -0.47
C 5.529473 0.469431 -0.024279  -0.78
C 4.312543 -0.175644 0.150854  -0.18
N 3.152963 0.474870 0.208011  -0.17
H 0.757437 4.280021 0.667122  0.38
H 2.154802 4.544259 -0.377319  0.40
H 2.405685 4.211780 1.335698  0.42
H -3.598877 0.334943 1.340966  0.38
H -5.894532 1.266194 1.347815  0.44
H -6.307013 3.516895 0.422662  0.43
H -4.459048 4.831601 -0.544958  0.43
H -2.178465 3.891638 -0.605724  0.46
H 4.302436 3.607398 -0.184058  0.44
H 6.456955 2.385514 -0.303225  0.47
H 6.445399 -0.102904 -0.063336  0.43
H 4.270794 -1.254457 0.247848  0.51
N 0.075630 -0.400893 5.839087  -0.31
C 1.189516 -1.029180 5.024868  -0.65
C 1.267494 -0.506130 3.577476  -0.62
N 0.706506 -1.376220 2.544055  -0.36
H 0.020658 -0.827424 6.769753  0.38
H -0.841905 -0.514299 5.401674  0.32
H 0.232002 0.600471 5.980390  0.36
H 1.015860 -2.103627 5.050924  0.39
H 2.107001 -0.821156 5.571390  0.39
H 2.321918 -0.347561 3.353372  0.31
H 0.783921 0.471037 3.493175  0.42
H -0.305162 -1.439501 2.585416  0.19
H 1.090906 -2.313757 2.606921  0.29
C 1.563716 -2.031140 -4.307481  -0.90
C 1.161757 -3.366989 -3.709355  -0.63
N -0.256033 -3.372672 -3.316913  -0.07
C -0.764654 -3.367348 -2.102085  0.56
S 0.260051 -3.421676 -0.669752  -0.34
N -2.075050 -3.378764 -1.911703  -0.12
C -3.094629 -3.197550 -2.955198  -0.74
C -3.195939 -1.753469 -3.426914  -0.81
H 2.609664 -2.065240 -4.609273  0.37
H 1.437792 -1.221998 -3.584432  0.14
H 0.974099 -1.794861 -5.193555  0.37
H 1.751067 -3.610629 -2.830400  0.39
H 1.291513 -4.172799 -4.430862  0.34
H -0.914123 -3.373065 -4.085779  0.23
H -2.374244 -3.400690 -0.949905  0.24
H -4.034667 -3.532517 -2.523345  0.41
H -2.881129 -3.880908 -3.780409  0.36
H -3.341082 -1.082618 -2.579729  0.24
H -4.049279 -1.648661 -4.094824  0.37
H -2.307563 -1.432275 -3.972703  0.27

Cartesian forces, eV/Å:
-0.78 0.32 0.33
-0.06 0.04 -0.04
-0.05 -0.61 -0.22
-0.40 -0.02 -0.22
-0.34 -0.88 0.94
0.73 1.19 -1.01
0.42 -0.80 0.28
-0.35 -0.01 -0.04
0.16 0.09 -0.06
-0.09 0.12 -0.02
-0.03 -0.07 0.04
0.00 -0.03 0.01
0.01 -0.17 0.01
-0.03 -0.11 0.02
0.00 -0.08 0.02
0.00 -0.02 0.00
-0.01 -0.01 0.02
0.11 -0.06 0.06
0.17 -0.12 -0.13
-0.01 -0.03 -0.01
-0.01 0.00 0.00
0.04 -0.03 -0.01
-0.01 -0.02 -0.01
0.00 0.01 0.02
0.00 -0.01 0.00
0.00 0.00 0.00
0.02 0.01 0.02
-0.02 0.00 0.04
0.00 0.00 0.00
-0.01 -0.01 -0.03
0.02 0.00 -0.01
-0.01 -0.03 -0.02
0.00 -0.02 -0.03
-0.03 0.07 0.06
0.15 -0.02 -0.30
0.01 0.00 0.00
0.00 0.00 0.01
-0.01 0.01 -0.01
0.02 -0.01 0.01
-0.02 0.03 0.01
-0.01 0.00 -0.02
0.05 0.01 0.01
-0.02 0.02 -0.07
-0.07 -0.04 0.02
0.03 -0.04 -0.01
-0.04 -0.02 0.00
0.00 0.07 -0.03
0.01 0.18 -0.05
0.42 1.05 0.36
0.09 0.19 0.03
0.00 -0.14 -0.04
0.03 0.00 0.02
0.00 0.01 0.00
-0.01 0.03 0.00
-0.01 0.02 0.02
-0.01 -0.03 -0.01
0.02 0.00 0.01
-0.01 -0.02 0.00
-0.01 0.01 0.00
0.00 -0.01 0.00
-0.04 -0.03 0.01
-0.04 0.00 -0.01
0.01 0.00 -0.01
0.01 0.02 0.01



(3)
C3H2Cl2F4 | ωB97M-V with the def2-TZVPD basis set

2S+1: 1
electronic energy: -1435.33928 Eh
relative energy (zero: lowest compared OMol25 entry of this formula, charge and spin): 32.7 kJ/mol
total charge: 0
SMILES string: FC(F)[C@@](F)(Cl)[C@H](F)Cl
highest occupied orbital energy: -11.343 eV
gap between HOMO and LUMO: 12.03 eV

Last column: Mulliken charge in e.
Geometry (Å):
F -1.861641 0.574363 -0.184273  -0.23
C -1.175656 -0.553453 -0.408170  0.10
F -1.683708 -1.381677 0.598653  -0.27
C 0.296294 -0.317756 -0.320313  0.53
F 0.887463 -1.564038 -0.300656  -0.24
Cl 0.740960 0.446440 -1.851671  -0.13
C 0.831361 0.650185 0.805698  -0.01
F 0.059829 1.737647 0.864343  -0.20
Cl 2.400074 1.195408 0.435351  -0.12
H -1.350119 -1.010669 -1.423285  0.27
H 0.855143 0.223550 1.784324  0.30

Cartesian forces, eV/Å:
-0.14 0.47 -0.97
-2.12 -1.09 0.57
1.23 0.05 -0.97
1.60 0.21 0.07
-0.11 0.81 0.52
-0.38 -0.08 -0.57
-0.52 -0.98 -0.38
-1.03 0.85 0.00
1.99 0.18 0.11
-0.39 0.39 1.12
-0.14 -0.81 0.51



Question: The highest electronic energy belongs to which entry?
Answer: C3H2Cl2F4